1.
{
  "formula": "C21H31N3NdOP2",
  "method": "wB97M-V/def2-TZVPD",
  "energy_ev": -62645.6823,
  "s_squared": 3.757,
  "gap_ev": [6.6, 6.6],
  "charge": 1,
  "e_lumo_ha": [-0.0966, -0.0949],
  "spin_multiplicity": 4,
  "e_homo_ev": [-9.21, -9.20],
  "symbols": ["C", "C", "C", "C", "C", "C", "C", "C", "C", "C", "C", "C", "C", "H", "H", "H", "H", "H", "H", "H", "N", "Nd", "C", "H", "H", "C", "H", "H", "P", "P", "C", "H", "H", "H", "C", "H", "H", "H", "C", "H", "H", "H", "C", "H", "H", "H", "H", "H", "C", "N", "C", "N", "O", "H", "H", "H", "H", "H", "H"],
  "positions_angstrom": [[-2.295, -4.361, -0.210], [-1.473, -3.295, -0.554], [-2.076, -2.087, -1.011], [-3.460, -1.995, -1.161], [-4.256, -3.098, -0.846], [-3.687, -4.276, -0.356], [-4.016, -0.672, -1.626], [-3.118, -0.049, -2.663], [-1.744, -0.197, -2.470], [-0.811, 0.383, -3.371], [-1.292, 1.160, -4.419], [-2.670, 1.325, -4.618], [-3.575, 0.707, -3.748], [-1.838, -5.283, 0.157], [-5.341, -3.025, -0.976], [-4.315, -5.133, -0.095], [-5.046, -0.775, -1.990], [-0.581, 1.620, -5.110], [-3.030, 1.929, -5.457], [-4.653, 0.824, -3.905], [-1.315, -1.017, -1.433], [-0.142, 0.024, 0.196], [0.037, -3.411, -0.448], [0.517, -3.150, -1.409], [0.335, -4.425, -0.159], [0.674, 0.092, -3.219], [0.840, -1.000, -3.220], [1.250, 0.548, -4.028], [0.719, -2.268, 0.811], [1.510, 0.701, -1.713], [1.650, 2.472, -1.788], [2.159, 2.855, -0.890], [2.239, 2.679, -2.682], [0.660, 2.943, -1.855], [3.109, -0.019, -1.637], [3.678, 0.441, -2.445], [3.593, 0.182, -0.670], [3.058, -1.106, -1.783], [-0.091, -2.725, 2.359], [0.001, -3.809, 2.488], [0.394, -2.207, 3.200], [-1.158, -2.452, 2.353], [2.448, -2.604, 1.021], [2.912, -1.855, 1.680], [2.546, -3.598, 1.467], [2.969, -2.579, 0.056], [-4.056, 0.017, -0.749], [-0.713, 1.463, -0.566], [2.994, 0.702, 4.024], [2.480, 1.829, 3.237], [1.654, 1.684, 2.196], [1.207, 2.772, 1.504], [1.273, 0.520, 1.860], [2.621, -0.258, 3.657], [2.686, 0.831, 5.065], [4.086, 0.707, 3.968], [2.769, 2.758, 3.503], [0.540, 2.672, 0.738], [1.509, 3.697, 1.780]]
}

=====

2.
{
  "formula": "C19H22F4N2O2S",
  "method": "wB97M-V/def2-TZVPD",
  "energy_ev": -48842.8162,
  "gap_ev": 9.2,
  "smiles": "C[C@@](F)(C(=O)N[C@H]1CN(C(=O)C2CCSCC2)Cc2ccccc21)C(F)(F)F",
  "charge": 0,
  "e_lumo_ha": 0.0222,
  "e_above_lowest_kj_mol": 32.8,
  "e_homo_ev": -8.62,
  "symbols": ["C", "C", "F", "C", "O", "N", "C", "C", "N", "C", "O", "C", "C", "C", "S", "C", "C", "C", "C", "C", "C", "C", "C", "C", "C", "F", "F", "F", "H", "H", "H", "H", "H", "H", "H", "H", "H", "H", "H", "H", "H", "H", "H", "H", "H", "H", "H", "H", "H", "H"],
  "positions_angstrom": [[-2.968, -1.670, -2.106], [-2.553, -0.294, -1.641], [-2.678, -0.238, -0.254], [-1.103, 0.015, -2.077], [-0.707, -0.476, -3.115], [-0.317, 0.807, -1.313], [-0.547, 1.506, -0.046], [-0.167, 0.645, 1.154], [1.269, 0.455, 1.202], [1.905, -0.725, 1.504], [3.094, -0.732, 1.774], [1.110, -2.021, 1.433], [0.874, -2.402, -0.036], [0.010, -3.646, -0.178], [0.762, -5.110, 0.569], [1.040, -4.419, 2.218], [1.843, -3.127, 2.190], [2.052, 1.671, 1.368], [1.478, 2.843, 0.613], [2.201, 4.036, 0.592], [1.727, 5.141, -0.089], [0.513, 5.073, -0.765], [-0.212, 3.897, -0.745], [0.262, 2.782, -0.054], [-3.506, 0.782, -2.184], [-4.762, 0.548, -1.793], [-3.170, 2.006, -1.741], [-3.480, 0.809, -3.517], [-2.899, -1.733, -3.188], [-2.291, -2.406, -1.675], [-3.985, -1.872, -1.777], [0.609, 0.906, -1.708], [-1.600, 1.761, 0.028], [-0.517, 1.145, 2.067], [-0.674, -0.309, 1.080], [0.136, -1.880, 1.914], [0.401, -1.573, -0.567], [1.843, -2.571, -0.514], [-0.974, -3.479, 0.271], [-0.140, -3.889, -1.230], [0.075, -4.268, 2.709], [1.572, -5.191, 2.775], [2.815, -3.298, 1.728], [2.035, -2.795, 3.213], [2.137, 1.924, 2.432], [3.064, 1.466, 1.024], [3.149, 4.089, 1.115], [2.303, 6.057, -0.097], [0.136, 5.934, -1.300], [-1.160, 3.830, -1.266]]
}

=====

3.
{
  "formula": "C24H28N2O4S2",
  "method": "wB97M-V/def2-TZVPD",
  "energy_ev": -58183.2032,
  "gap_ev": 8.7,
  "smiles": "Cc1ccc(S(=O)(=O)N(CC(=O)NCCSCc2ccco2)c2cc(C)ccc2C)cc1",
  "charge": 0,
  "e_lumo_ha": 0.0208,
  "e_above_lowest_kj_mol": 14.3,
  "e_homo_ev": -8.16,
  "symbols": ["C", "C", "C", "C", "C", "S", "O", "O", "N", "C", "C", "O", "N", "C", "C", "S", "C", "C", "C", "C", "C", "O", "C", "C", "C", "C", "C", "C", "C", "C", "C", "C", "H", "H", "H", "H", "H", "H", "H", "H", "H", "H", "H", "H", "H", "H", "H", "H", "H", "H", "H", "H", "H", "H", "H", "H", "H", "H", "H", "H"],
  "positions_angstrom": [[4.908, 0.890, -0.704], [3.874, -0.143, -0.381], [3.197, -0.104, 0.834], [2.237, -1.053, 1.136], [1.959, -2.048, 0.219], [0.612, -3.173, 0.526], [0.780, -4.345, -0.287], [0.438, -3.381, 1.943], [-0.686, -2.260, 0.032], [-1.961, -2.350, 0.712], [-2.130, -1.193, 1.709], [-3.040, -0.390, 1.624], [-1.161, -1.180, 2.635], [-1.027, -0.199, 3.691], [-1.172, 1.241, 3.205], [-0.095, 1.608, 1.774], [-1.369, 2.217, 0.590], [-1.877, 3.545, 0.989], [-1.429, 4.805, 0.707], [-2.286, 5.694, 1.398], [-3.185, 4.911, 2.052], [-2.944, 3.613, 1.814], [-0.602, -1.703, -1.270], [-0.013, -0.452, -1.391], [0.170, 0.141, -2.630], [0.825, 1.484, -2.750], [-0.271, -0.544, -3.755], [-0.868, -1.785, -3.636], [-1.039, -2.397, -2.400], [-1.646, -3.761, -2.296], [2.630, -2.117, -0.986], [3.589, -1.166, -1.281], [5.878, 0.577, -0.316], [4.657, 1.844, -0.247], [5.003, 1.023, -1.779], [3.406, 0.685, 1.540], [1.698, -1.022, 2.068], [-2.004, -3.299, 1.255], [-2.779, -2.306, -0.011], [-0.495, -1.946, 2.604], [-0.044, -0.343, 4.145], [-1.793, -0.367, 4.460], [-2.192, 1.427, 2.878], [-0.910, 1.926, 4.011], [-0.868, 2.265, -0.374], [-2.163, 1.471, 0.574], [-0.596, 5.061, 0.085], [-2.236, 6.763, 1.404], [-4.012, 5.147, 2.691], [0.313, 0.054, -0.495], [1.329, 1.749, -1.824], [0.081, 2.249, -2.974], [1.552, 1.484, -3.560], [-0.142, -0.104, -4.734], [-1.197, -2.303, -4.526], [-1.059, -4.378, -1.619], [-2.665, -3.706, -1.912], [-1.678, -4.238, -3.273], [2.386, -2.911, -1.673], [4.113, -1.208, -2.224]]
}